Entry 1:
69
Properties=species:S:1:pos:R:3:forces:R:3:nbo_charge:R:1 method="wB97M-V/def2-TZVPD" e_lumo_ev="-3.93 / -5.72" charge=+1 homo_ha="-0.415 / -0.417" multiplicity=5
Pd -0.112 1.182 -0.199 0.21 0.12 -0.20 0.96
N 7.564 8.240 0.492 0.03 0.03 0.00 -0.26
C 6.725 7.466 0.376 -0.13 -0.13 -0.01 0.26
C 5.671 6.492 0.228 0.10 0.09 0.01 -0.15
C 5.602 5.721 -0.929 0.00 -0.01 -0.01 -0.14
C 4.592 4.784 -1.068 0.00 0.02 -0.04 -0.23
C 3.644 4.625 -0.062 0.00 -0.01 -0.04 0.02
C 3.717 5.397 1.093 0.01 0.02 0.09 -0.20
C 4.731 6.327 1.243 -0.01 -0.01 0.00 -0.15
C 2.552 3.623 -0.197 0.03 0.10 -0.02 0.00
C 2.912 2.279 -0.220 0.09 -0.12 0.09 0.23
C 4.257 1.757 -0.029 -0.08 0.11 0.00 -0.19
C 4.160 0.414 -0.046 -0.19 -0.10 -0.01 -0.25
C 2.750 0.120 -0.246 0.18 -0.08 -0.05 0.16
N 2.033 1.207 -0.364 0.01 -0.13 0.12 -0.55
C 1.244 4.105 -0.239 0.00 0.07 0.03 0.21
C 0.869 5.507 -0.324 0.10 -0.10 0.04 -0.20
C -0.476 5.556 -0.281 -0.13 -0.13 0.03 -0.25
C -0.916 4.177 -0.167 -0.04 0.14 0.10 0.15
N 0.084 3.335 -0.157 -0.12 0.03 -0.18 -0.54
H 6.336 5.859 -1.711 0.00 0.00 0.00 0.24
H 4.531 4.187 -1.969 0.00 0.00 0.01 0.23
H 2.995 5.245 1.887 0.00 -0.02 -0.01 0.25
H 4.802 6.923 2.142 0.00 0.00 0.00 0.24
H 5.138 2.355 0.129 -0.01 0.02 -0.01 0.25
H 4.944 -0.312 0.084 -0.01 -0.03 0.00 0.25
H 2.283 -0.855 -0.292 0.01 0.01 0.01 0.23
H 1.558 6.331 -0.408 0.02 -0.02 -0.01 0.25
H -1.114 6.423 -0.318 -0.03 -0.01 0.00 0.25
H -1.936 3.832 -0.063 0.00 0.01 -0.05 0.21
C -5.886 -3.267 1.133 -0.01 -0.01 0.01 -0.59
C -5.145 -3.820 -0.096 0.07 0.03 0.00 -0.11
C -5.979 -3.554 -1.361 -0.01 0.00 -0.02 -0.60
C -4.971 -5.329 0.069 -0.01 -0.02 0.01 -0.61
C -3.817 -3.095 -0.223 -0.03 0.04 0.01 0.13
C -3.830 -1.687 -0.411 -0.02 -0.16 0.01 -0.18
C -2.661 -1.019 -0.520 0.16 0.00 0.02 -0.13
Br -2.700 0.846 -0.842 -0.14 0.02 0.01 0.15
C -1.363 -1.668 -0.449 -0.13 -0.04 -0.08 0.37
O -0.296 -1.022 -0.550 0.01 0.11 0.12 -0.60
C -1.365 -3.116 -0.259 -0.03 0.05 -0.01 0.14
C -2.580 -3.753 -0.158 -0.03 0.02 0.02 -0.22
C -0.041 -3.858 -0.147 -0.05 -0.01 -0.01 -0.12
C 0.705 -3.381 1.112 0.00 0.00 0.01 -0.60
C -0.256 -5.368 -0.015 0.02 -0.02 0.00 -0.61
C 0.808 -3.615 -1.407 0.05 0.01 -0.02 -0.60
H -6.856 -3.759 1.219 0.00 0.00 0.00 0.23
H -6.065 -2.194 1.057 -0.01 0.00 0.00 0.21
H -5.326 -3.456 2.050 0.01 0.00 0.00 0.22
H -6.921 -4.099 -1.290 0.00 0.01 0.00 0.23
H -5.459 -3.892 -2.258 0.01 -0.01 0.00 0.22
H -6.220 -2.497 -1.481 0.00 0.00 0.00 0.21
H -5.954 -5.792 0.148 0.00 0.00 0.00 0.23
H -4.419 -5.579 0.977 0.00 0.00 0.00 0.22
H -4.463 -5.778 -0.786 0.00 0.00 -0.01 0.22
H -4.767 -1.154 -0.477 -0.01 -0.01 0.00 0.24
H -2.587 -4.820 -0.010 0.00 0.00 -0.01 0.23
H 0.143 -3.632 2.013 -0.01 0.00 0.00 0.22
H 0.877 -2.307 1.113 0.01 0.03 -0.02 0.22
H 1.669 -3.890 1.167 0.00 0.01 0.01 0.22
H -0.808 -5.627 0.890 0.01 0.00 0.00 0.21
H 0.717 -5.854 0.046 0.00 -0.01 0.01 0.23
H -0.778 -5.786 -0.878 0.00 0.01 -0.01 0.21
H 1.058 -2.565 -1.541 -0.01 -0.07 0.00 0.22
H 0.285 -3.961 -2.300 -0.01 0.00 0.00 0.22
H 1.734 -4.185 -1.323 0.01 -0.01 -0.01 0.22
S -0.293 0.734 2.191 0.25 0.25 0.05 -0.12
C 0.917 1.859 2.529 -0.18 -0.16 -0.04 0.05
N 1.755 2.641 2.684 0.02 0.04 0.06 -0.41

Entry 2:
73
Properties=species:S:1:pos:R:3:forces:R:3:lowdin_charge:R:1 method="wB97M-V/def2-TZVPD" e_lumo_ev="2.15 / 2.15" charge=-1 homo_ha="-0.097 / -0.097" multiplicity=6
Mn 0.714 0.859 0.029 0.02 -0.16 0.09 0.26
C -2.500 -2.034 -1.479 0.02 0.07 0.00 0.00
C -1.664 -1.053 -0.723 0.14 0.05 0.06 -0.23
N -0.608 -0.553 -1.244 -0.08 -0.10 0.06 0.03
N -0.305 -0.954 -2.547 0.10 -0.01 -0.02 0.03
C 0.981 -0.449 -2.993 -0.13 0.12 0.05 -0.49
N 2.029 -1.417 -2.759 0.10 -0.06 -0.01 0.09
S 1.387 2.344 -1.869 0.00 -0.02 0.04 0.58
C -2.100 -0.536 0.647 0.00 0.00 -0.02 -0.27
C -2.942 -1.576 1.468 0.07 -0.08 0.05 -0.15
C -2.692 -1.473 2.939 -0.03 -0.04 -0.16 -0.02
C -1.670 -0.801 3.454 0.09 0.05 0.06 -0.04
C -0.734 -0.137 2.561 0.04 -0.01 -0.10 -0.15
N -0.882 -0.016 1.303 -0.25 0.02 -0.08 0.02
H -1.984 -2.997 -1.548 -0.02 -0.01 0.00 0.09
H -2.634 -1.665 -2.499 -0.01 0.00 0.00 0.09
H -3.468 -2.194 -1.019 -0.02 -0.01 0.01 0.06
H -0.312 -1.967 -2.623 -0.04 0.01 -0.01 0.11
H 2.877 -1.116 -3.224 0.00 0.00 0.02 0.08
H 2.243 -1.480 -1.764 -0.02 0.04 0.01 -0.01
H -2.701 -2.605 1.170 0.01 0.02 0.00 0.15
H -3.394 -1.987 3.581 0.01 -0.02 0.02 0.10
H -1.498 -0.752 4.520 0.04 0.02 0.00 0.10
H 0.180 0.276 2.979 -0.01 0.03 0.03 0.09
C -6.559 -0.584 2.204 -0.05 0.05 -0.05 -0.17
C -5.477 -1.416 2.253 0.04 -0.01 0.00 -0.13
C -4.440 -1.255 1.175 -0.06 0.04 0.03 -0.23
C -4.363 0.186 0.783 0.02 0.04 0.01 -0.09
C -3.108 0.593 0.409 -0.06 -0.07 0.09 -0.11
C -2.894 1.842 -0.165 0.16 -0.02 -0.05 -0.06
C -4.014 2.666 -0.294 -0.05 0.01 0.02 -0.12
C -5.269 2.299 0.166 0.05 0.01 -0.03 -0.06
C -5.498 1.031 0.752 -0.03 -0.06 0.02 -0.21
C -6.675 0.558 1.370 0.03 -0.02 0.02 -0.12
H -7.389 -0.794 2.875 0.01 -0.02 0.02 0.09
H -5.481 -2.293 2.889 -0.01 -0.01 0.03 0.07
H -4.751 -1.847 0.293 -0.01 -0.04 -0.02 0.13
H -1.919 2.138 -0.535 -0.02 0.04 0.00 0.07
H -3.905 3.632 -0.771 0.00 0.07 -0.02 0.07
H -6.097 2.995 0.078 0.00 0.02 -0.01 0.09
H -7.546 1.197 1.441 -0.03 0.01 0.00 0.07
Cl 2.495 -0.570 0.667 -0.12 0.12 -0.02 -0.17
S 0.594 2.947 1.778 0.13 -0.07 -0.04 0.64
C -0.320 4.170 1.082 -0.06 0.06 0.09 -0.85
N -1.027 5.067 1.810 0.01 0.02 -0.03 0.01
C -1.486 6.177 0.990 -0.04 0.02 -0.02 -0.14
C -1.413 5.558 -0.414 -0.02 -0.02 -0.01 -0.13
N -0.468 4.472 -0.209 0.15 -0.02 -0.11 0.02
H -0.872 5.135 2.800 0.01 -0.06 0.00 0.13
H -0.821 7.042 1.085 0.00 -0.02 -0.01 0.11
H -2.499 6.474 1.254 0.01 0.01 -0.01 0.12
H -1.056 6.256 -1.169 0.00 0.01 0.03 0.12
H -2.383 5.166 -0.721 -0.04 -0.01 -0.02 0.10
H -0.104 3.879 -0.952 -0.06 -0.02 0.10 0.00
C 3.698 0.430 -9.497 0.01 0.10 -0.01 -0.05
C 2.692 0.717 -10.581 -0.19 -0.37 0.09 -0.74
O 2.936 0.614 -11.754 0.02 0.22 -0.02 -0.01
S 1.006 1.138 -10.106 0.16 -0.08 -0.07 1.01
C 1.003 0.937 -8.343 0.04 0.21 0.01 -0.58
C 0.843 -0.320 -7.772 -0.01 -0.01 0.00 -0.11
C 0.862 -0.465 -6.395 -0.03 -0.11 0.02 -0.01
C 1.021 0.642 -5.562 0.01 0.11 0.09 -0.16
C 1.156 1.907 -6.146 0.01 0.04 0.04 -0.01
C 1.146 2.054 -7.520 0.00 -0.11 -0.02 -0.10
C 1.039 0.497 -4.126 0.00 -0.10 -0.20 -0.11
C 1.148 1.038 -2.937 0.08 0.08 -0.02 -0.60
H 4.688 0.414 -9.946 0.00 0.00 -0.03 0.08
H 3.489 -0.545 -9.056 -0.04 0.02 0.00 0.09
H 3.650 1.165 -8.696 0.00 0.01 0.03 0.08
H 0.707 -1.182 -8.411 0.01 -0.02 -0.01 0.11
H 0.748 -1.443 -5.945 0.00 -0.01 -0.01 0.12
H 1.270 2.769 -5.502 0.00 0.01 0.00 0.12
H 1.259 3.033 -7.969 0.00 0.01 0.00 0.10

Entry 3:
77
Properties=species:S:1:pos:R:3:forces:R:3:lowdin_charge:R:1 method="wB97M-V/def2-TZVPD" e_lumo_ev="-0.77 / -0.59" homo_ha="-0.293 / -0.293" multiplicity=2
Re 0.227 -1.024 -0.882 0.07 -0.05 -0.10 1.66
O 0.207 -4.190 -2.653 0.01 -0.01 0.01 0.12
C 0.785 -3.794 -1.673 0.03 0.03 -0.08 -0.53
O 1.286 -2.564 -1.550 -0.06 0.02 0.07 -0.19
C 1.035 -4.712 -0.484 -0.05 -0.03 0.02 -0.08
C 2.487 -4.682 0.036 0.01 0.01 0.00 -0.25
C 2.744 -5.947 0.868 0.00 0.00 0.00 -0.09
C 1.974 -5.607 2.170 0.00 0.00 0.00 -0.09
C 1.424 -4.215 1.832 0.00 0.01 0.00 -0.25
O 2.461 -3.656 1.029 -0.01 0.00 0.00 -0.07
C 0.251 -4.374 0.839 0.02 0.00 -0.02 -0.08
C -0.661 -3.168 0.776 0.01 -0.01 0.03 -0.51
O -1.860 -3.248 0.762 -0.01 0.00 -0.02 0.14
O -0.023 -1.975 0.770 -0.02 0.05 0.04 -0.20
H 0.756 -5.705 -0.828 0.00 0.00 0.01 0.15
H 3.233 -4.447 -0.718 0.00 0.00 0.00 0.17
H 3.809 -6.066 1.057 0.00 0.01 0.00 0.11
H 2.382 -6.848 0.374 0.00 0.00 0.00 0.12
H 2.647 -5.547 3.024 0.00 0.00 0.00 0.11
H 1.186 -6.322 2.407 0.00 0.00 0.00 0.11
H 1.221 -3.563 2.678 0.00 0.00 0.00 0.16
H -0.392 -5.209 1.108 -0.01 0.00 0.00 0.15
C -0.807 3.858 2.343 -0.01 -0.01 0.01 -0.03
C -0.830 4.715 1.110 0.01 0.01 -0.01 -0.22
C -0.497 6.065 1.158 0.00 0.01 0.01 -0.04
C -0.528 6.857 0.019 0.01 0.00 0.01 -0.07
C -0.891 6.311 -1.202 -0.01 -0.02 -0.01 -0.07
C -1.217 4.965 -1.277 0.02 0.02 0.00 -0.01
C -1.189 4.182 -0.131 -0.01 -0.01 -0.02 -0.22
N -1.523 2.795 -0.227 0.00 0.01 0.02 0.16
C -0.602 1.808 -0.270 -0.04 0.00 -0.02 -0.34
N 0.677 2.189 -0.344 0.02 0.04 -0.01 0.17
C 1.838 1.418 -0.094 0.00 0.02 0.00 -0.18
C 1.838 0.028 -0.219 0.03 -0.06 -0.01 -0.19
C 3.035 -0.639 0.072 0.01 0.03 0.00 -0.07
C 4.171 0.055 0.446 -0.01 -0.01 0.00 -0.07
C 4.142 1.440 0.531 0.01 0.00 0.01 -0.05
C 2.979 2.145 0.268 0.00 -0.01 0.00 -0.21
C 2.949 3.648 0.372 0.00 0.00 0.00 -0.04
N -0.964 0.533 -0.263 -0.02 -0.02 0.05 -0.06
C -2.364 0.266 -0.050 0.01 0.01 -0.01 -0.26
C -3.220 0.286 -1.147 -0.01 -0.01 0.00 -0.04
C -4.564 -0.007 -0.990 0.00 0.00 -0.01 -0.07
C -5.047 -0.319 0.273 -0.01 0.00 0.00 -0.07
C -4.189 -0.326 1.360 0.01 -0.01 0.01 -0.03
C -2.835 -0.028 1.229 -0.01 -0.02 0.00 -0.21
C -1.942 -0.019 2.438 0.00 0.01 0.00 -0.03
H -0.524 4.447 3.214 0.00 0.00 0.00 0.08
H -0.099 3.031 2.248 0.00 0.00 0.00 0.08
H -1.789 3.419 2.530 0.00 -0.01 0.00 0.08
H -0.214 6.501 2.108 0.00 0.00 0.00 0.11
H -0.267 7.905 0.087 0.00 0.00 0.00 0.11
H -0.915 6.924 -2.093 0.00 0.00 0.00 0.11
H -1.489 4.508 -2.220 0.00 0.00 0.00 0.12
H -2.489 2.518 -0.327 0.00 -0.01 0.00 0.15
H 0.819 3.183 -0.439 0.00 0.00 0.00 0.12
H 3.058 -1.716 0.009 0.00 0.01 0.00 0.08
H 5.086 -0.482 0.663 0.00 0.00 0.00 0.11
H 5.034 1.987 0.814 0.00 0.00 0.00 0.11
H 3.918 4.024 0.697 0.00 0.00 0.00 0.08
H 2.203 3.997 1.093 0.00 0.00 0.00 0.07
H 2.728 4.123 -0.590 0.00 0.00 0.00 0.09
H -2.816 0.527 -2.123 0.00 0.00 -0.01 0.11
H -5.222 -0.002 -1.849 0.00 0.00 0.00 0.11
H -6.092 -0.566 0.409 0.00 0.00 0.00 0.10
H -4.571 -0.582 2.342 0.00 0.00 0.00 0.12
H -2.207 -0.838 3.106 0.00 0.00 0.00 0.09
H -2.060 0.914 2.994 0.01 0.00 0.01 0.08
H -0.894 -0.129 2.169 -0.01 0.01 0.00 0.06
F -1.611 -2.080 -2.511 0.02 0.02 -0.02 0.07
C -1.557 -1.668 -3.808 -0.01 -0.01 0.05 -0.64
F -1.531 -2.726 -4.587 0.01 -0.01 -0.01 0.18
F -2.680 -0.989 -4.039 0.00 0.01 -0.01 0.13
S -0.065 -0.579 -4.098 0.05 -0.02 0.02 0.57
O -0.559 0.532 -4.842 -0.02 0.03 -0.02 -0.25
O 0.948 -1.423 -4.626 -0.02 0.01 0.00 -0.23
O 0.260 -0.124 -2.678 -0.05 -0.05 0.01 -0.45

Results for relative energy (zero: lowest compared OMol25 entry of this formula, charge and spin): 0.000 0.989 0.296 (in eV, following the order of the records).